ORCA calculation (wB97M-V/def2-TZVPD) on 6 unconnected molecules or ions with the total composition C31H36F5N2O22PS in a non-equilibrium geometry.

Positions of all 98 atoms, in Å:
C (3.29, -3.70, -0.66)
P (4.13, -3.23, 0.91)
O (3.39, -4.16, 2.11)
C (3.73, -1.49, 1.33)
C (2.53, -0.80, 1.01)
N (1.54, -1.53, 0.31)
C (2.30, 0.51, 1.38)
C (1.02, 1.29, 1.10)
C (0.59, 1.10, -0.39)
C (-0.84, 0.53, -0.62)
O (-0.45, 1.92, -0.84)
C (3.26, 1.19, 2.09)
C (4.42, 0.55, 2.42)
C (4.65, -0.78, 2.05)
C (6.04, -1.15, 2.62)
O (6.86, -1.94, 2.25)
N (6.16, -0.24, 3.72)
C (5.40, -0.55, 4.95)
C (4.91, -2.00, 5.07)
C (3.83, -2.04, 6.19)
C (2.42, -1.79, 5.58)
S (1.65, -0.22, 5.99)
O (0.43, -0.40, 6.72)
O (1.41, 0.49, 4.76)
O (2.68, 0.63, 6.87)
C (5.62, 1.02, 3.23)
O (6.05, 2.11, 3.48)
H (3.09, -2.84, -1.30)
H (3.95, -4.39, -1.17)
H (2.37, -4.26, -0.44)
H (4.11, -4.72, 2.42)
H (1.52, -2.48, 0.65)
H (0.62, -1.15, 0.52)
H (1.23, 2.35, 1.19)
H (0.16, 0.97, 1.70)
H (1.37, 0.80, -1.09)
H (-1.17, 0.30, 0.38)
H (-0.57, -0.16, -1.41)
H (3.12, 2.22, 2.42)
H (4.55, 0.13, 5.11)
H (6.06, -0.37, 5.80)
H (5.72, -2.70, 5.30)
H (4.41, -2.39, 4.17)
H (3.81, -3.04, 6.62)
H (4.10, -1.28, 6.92)
H (2.39, -1.89, 4.49)
H (1.74, -2.55, 5.97)
H (2.26, 1.49, 7.02)
C (-0.06, -2.43, -4.19)
C (0.74, -3.30, -3.25)
O (0.17, -3.00, -2.00)
C (-1.14, -2.67, -2.23)
O (-1.97, -2.62, -1.40)
O (-1.34, -2.40, -3.55)
F (2.05, -2.94, -3.23)
H (0.34, -1.42, -4.25)
H (-0.13, -2.85, -5.19)
H (0.67, -4.37, -3.44)
C (-2.68, 1.80, -4.91)
C (-2.64, 0.98, -3.65)
O (-1.33, 0.43, -3.69)
C (-0.56, 1.33, -4.37)
O (0.63, 1.32, -4.36)
O (-1.32, 2.21, -5.05)
F (-3.54, -0.03, -3.69)
H (-2.97, 1.21, -5.78)
H (-3.35, 2.66, -4.84)
H (-2.77, 1.55, -2.73)
C (-4.83, 1.58, 2.12)
C (-4.07, 0.30, 1.90)
O (-4.23, 0.08, 0.51)
C (-4.38, 1.31, -0.06)
O (-4.27, 1.53, -1.22)
O (-4.65, 2.25, 0.87)
F (-4.62, -0.74, 2.57)
H (-5.89, 1.41, 2.29)
H (-4.43, 2.17, 2.95)
H (-3.01, 0.36, 2.13)
C (-4.68, -2.09, -7.17)
C (-5.58, -1.96, -8.37)
O (-5.85, -0.57, -8.40)
C (-4.77, 0.05, -7.84)
O (-4.54, 1.21, -7.93)
O (-4.00, -0.84, -7.16)
F (-6.74, -2.63, -8.20)
H (-5.25, -2.20, -6.24)
H (-3.98, -2.92, -7.25)
H (-5.12, -2.26, -9.31)
C (-2.50, 5.06, 0.58)
C (-2.60, 6.55, 0.37)
O (-3.06, 7.01, 1.63)
C (-2.58, 6.13, 2.56)
O (-2.55, 6.34, 3.72)
O (-2.16, 4.98, 1.97)
F (-3.53, 6.85, -0.57)
H (-3.45, 4.55, 0.41)
H (-1.74, 4.59, -0.03)
H (-1.66, 7.03, 0.11)

Properties
- M (g/mol) = 946.7
- net charge = 0
- spin multiplicity = 1
- highest occupied orbital energy (eV) = -8.449
- SMILES = CP(O)c1c(N)c(C[C@H]2CO2)cc2c1C(=O)N(CCCCS(=O)(=O)O)C2=O.O=C1OC[C@@H](F)O1.O=C1OC[C@@H](F)O1.O=C1OC[C@@H](F)O1.O=C1OC[C@@H](F)O1.O=C1OC[C@@H](F)O1
- maximum force (eV/Å) = 4.21